No. 1
{
  "formula": "C42H76N4O35PtS",
  "method": "the ωB97M-V functional and the def2-TZVPD basis",
  "elements": ["Pt", "S", "O", "O", "O", "O", "O", "O", "O", "O", "O", "O", "O", "O", "O", "O", "O", "O", "O", "O", "O", "O", "O", "O", "O", "O", "O", "O", "O", "O", "O", "O", "O", "O", "O", "O", "O", "N", "N", "N", "N", "C", "C", "C", "C", "C", "C", "C", "C", "C", "C", "C", "C", "C", "C", "C", "C", "C", "C", "C", "C", "C", "C", "C", "C", "C", "C", "C", "C", "C", "C", "C", "C", "C", "C", "C", "C", "C", "C", "C", "C", "C", "C", "H", "H", "H", "H", "H", "H", "H", "H", "H", "H", "H", "H", "H", "H", "H", "H", "H", "H", "H", "H", "H", "H", "H", "H", "H", "H", "H", "H", "H", "H", "H", "H", "H", "H", "H", "H", "H", "H", "H", "H", "H", "H", "H", "H", "H", "H", "H", "H", "H", "H", "H", "H", "H", "H", "H", "H", "H", "H", "H", "H", "H", "H", "H", "H", "H", "H", "H", "H", "H", "H", "H", "H", "H", "H", "H", "H"],
  "positions_angstrom": [[18.048, 11.838, 18.710], [17.612, 14.094, 17.204], [17.265, 20.362, 13.886], [17.070, 16.641, 12.097], [21.544, 11.788, 21.326], [16.699, 12.694, 20.165], [24.483, 14.237, 9.938], [22.114, 15.082, 14.871], [18.881, 11.638, 10.124], [13.966, 16.498, 15.050], [17.968, 18.943, 19.963], [17.327, 19.512, 22.084], [18.146, 10.194, 20.235], [12.200, 15.106, 18.594], [18.681, 13.731, 18.128], [18.849, 18.831, 13.614], [17.073, 12.772, 17.026], [13.871, 14.555, 14.118], [24.953, 15.446, 11.781], [16.770, 14.984, 17.895], [23.388, 16.999, 14.792], [10.740, 15.844, 19.827], [16.392, 14.978, 10.751], [16.212, 18.009, 20.872], [22.924, 15.388, 11.187], [19.843, 12.192, 19.915], [12.495, 14.915, 20.832], [19.429, 10.819, 17.404], [17.825, 18.873, 15.585], [18.999, 12.518, 12.206], [20.613, 13.758, 21.470], [16.454, 17.012, 9.912], [11.943, 15.800, 14.215], [22.499, 16.145, 16.804], [17.182, 11.480, 11.728], [18.095, 14.675, 15.960], [16.514, 10.138, 18.102], [17.470, 8.685, 21.894], [21.327, 9.662, 16.730], [16.055, 8.558, 16.613], [15.394, 13.331, 21.879], [16.078, 13.555, 20.775], [21.584, 14.305, 15.918], [16.732, 16.248, 10.990], [14.818, 14.392, 22.710], [13.412, 14.427, 18.219], [19.593, 14.628, 21.099], [19.452, 17.875, 14.402], [19.545, 15.850, 21.976], [17.196, 18.840, 21.032], [16.308, 17.392, 19.628], [15.849, 9.778, 17.127], [15.281, 16.191, 14.765], [18.367, 11.930, 11.219], [20.559, 12.561, 20.871], [16.267, 8.287, 21.231], [17.935, 19.417, 14.285], [22.720, 16.150, 15.413], [15.287, 12.013, 22.480], [17.707, 17.867, 19.120], [17.763, 8.168, 23.259], [20.513, 15.601, 11.174], [18.335, 9.534, 21.294], [26.273, 14.911, 11.987], [22.172, 10.824, 20.595], [21.478, 15.240, 17.122], [18.094, 12.840, 13.274], [13.123, 15.619, 14.475], [21.382, 8.732, 17.869], [18.481, 17.639, 15.515], [10.044, 16.012, 21.043], [21.783, 15.069, 10.408], [24.172, 14.990, 10.843], [22.507, 9.636, 15.890], [16.431, 14.804, 9.390], [16.981, 11.882, 13.035], [11.909, 15.265, 19.824], [17.058, 7.687, 17.165], [20.289, 10.592, 16.602], [13.415, 12.915, 18.569], [15.443, 8.196, 15.350], [15.229, 14.759, 14.570], [15.989, 16.121, 8.869], [17.612, 18.093, 18.058], [16.190, 7.202, 21.160], [22.671, 8.666, 15.420], [17.223, 7.233, 23.405], [20.532, 8.721, 18.552], [13.274, 12.684, 19.626], [15.254, 7.131, 15.210], [15.501, 17.767, 18.999], [14.429, 12.524, 18.485], [15.153, 10.465, 16.621], [15.410, 14.289, 15.537], [20.428, 11.242, 15.724], [18.566, 12.705, 14.247], [16.099, 12.512, 13.149], [19.603, 15.200, 10.729], [15.121, 14.372, 23.757], [15.829, 13.908, 9.238], [16.051, 11.806, 23.229], [16.039, 8.487, 14.485], [23.032, 11.062, 19.970], [16.988, 11.016, 13.697], [20.538, 15.774, 17.259], [15.178, 15.396, 22.483], [16.201, 8.591, 20.187], [22.433, 10.023, 21.287], [16.555, 16.400, 7.980], [17.989, 7.499, 16.630], [18.453, 17.073, 19.178], [18.925, 17.599, 16.510], [23.349, 9.910, 16.527], [20.506, 16.348, 22.100], [15.433, 16.783, 13.862], [18.943, 16.619, 21.491], [21.417, 7.688, 17.556], [10.399, 16.971, 21.421], [19.606, 16.935, 13.871], [21.788, 13.980, 10.454], [18.685, 14.144, 21.459], [19.249, 9.640, 21.898], [14.361, 11.766, 22.999], [10.266, 15.281, 21.821], [20.557, 14.011, 15.703], [26.938, 15.176, 11.165], [20.533, 16.691, 11.157], [14.434, 8.600, 15.274], [8.979, 16.153, 20.857], [12.680, 12.326, 18.021], [19.107, 15.822, 22.973], [14.204, 14.990, 18.713], [15.279, 11.112, 21.866], [17.806, 13.891, 13.259], [13.739, 14.329, 22.571], [21.824, 15.368, 9.361], [15.456, 8.723, 21.815], [22.452, 10.434, 15.150], [16.076, 14.614, 20.476], [26.822, 15.162, 12.895], [17.462, 14.564, 9.132], [26.328, 13.834, 11.832], [21.511, 10.396, 19.841], [17.291, 8.877, 23.939], [19.526, 14.838, 20.032], [22.076, 13.341, 16.051], [21.726, 14.798, 18.087], [15.969, 14.468, 13.824], [13.717, 14.394, 17.173], [16.443, 6.787, 17.136], [16.006, 16.486, 15.523], [17.290, 7.932, 18.201], [22.241, 8.856, 18.528], [20.441, 18.204, 14.721], [18.794, 8.101, 23.607], [17.762, 16.884, 15.198], [14.936, 16.215, 8.602], [16.279, 16.302, 19.604], [20.533, 15.130, 12.156]],
  "homo_lumo_gap_ev": [7.29, 7.47],
  "multiplicity": 3,
  "homo_energy_ev": [-7.8, -8.0],
  "s2": 2.00
}

No. 2
{
  "formula": "C42H79ClINO21",
  "method": "the ωB97M-V functional and the def2-TZVPD basis",
  "elements": ["I", "Cl", "O", "O", "O", "O", "O", "O", "O", "O", "O", "O", "O", "O", "O", "O", "O", "O", "O", "O", "O", "O", "O", "N", "C", "C", "C", "C", "C", "C", "C", "C", "C", "C", "C", "C", "C", "C", "C", "C", "C", "C", "C", "C", "C", "C", "C", "C", "C", "C", "C", "C", "C", "C", "C", "C", "C", "C", "C", "C", "C", "C", "C", "C", "C", "C", "H", "H", "H", "H", "H", "H", "H", "H", "H", "H", "H", "H", "H", "H", "H", "H", "H", "H", "H", "H", "H", "H", "H", "H", "H", "H", "H", "H", "H", "H", "H", "H", "H", "H", "H", "H", "H", "H", "H", "H", "H", "H", "H", "H", "H", "H", "H", "H", "H", "H", "H", "H", "H", "H", "H", "H", "H", "H", "H", "H", "H", "H", "H", "H", "H", "H", "H", "H", "H", "H", "H", "H", "H", "H", "H", "H", "H", "H", "H"],
  "positions_angstrom": [[-5.161, -4.265, -3.812], [1.594, 1.588, -4.209], [2.074, -0.762, 2.603], [-0.825, -2.583, -0.607], [3.704, 8.894, 3.710], [4.928, 6.901, -0.660], [-5.091, -6.311, 2.255], [1.073, 9.144, 5.535], [-2.514, 1.624, -4.894], [1.947, 2.297, 2.739], [1.592, -6.077, -4.025], [0.915, 8.341, 2.569], [1.261, 0.759, 5.314], [-6.583, -8.684, 3.823], [2.849, 7.668, -2.775], [-6.611, -1.259, 0.635], [3.627, 4.599, -2.233], [-3.803, -3.409, -0.732], [-2.308, -3.267, -5.570], [-6.033, -8.860, 0.813], [1.977, -0.760, -2.938], [2.264, -4.507, -6.579], [2.393, -7.564, -6.756], [-1.125, -0.489, -5.169], [-1.548, -2.268, -1.609], [-2.005, 0.504, -5.119], [1.152, 0.200, -3.062], [3.352, -6.631, -7.243], [-1.079, -1.140, -2.671], [1.785, 1.046, 6.597], [1.011, 7.519, 3.735], [-5.521, -2.243, 0.808], [-0.255, 0.166, -2.246], [1.781, 8.573, -2.563], [-5.235, -9.320, 1.908], [3.036, 0.163, 2.108], [-7.827, -8.970, 4.432], [1.491, -1.546, 1.579], [3.169, 9.366, 2.478], [-2.954, -3.006, -1.841], [-1.469, -1.396, -4.041], [-2.350, -2.715, -4.418], [3.856, 4.674, -0.828], [-3.804, -5.734, 2.128], [0.562, 1.865, 4.748], [0.271, 10.133, 6.153], [-3.322, -3.234, -3.223], [2.121, -5.804, -2.741], [0.679, 1.849, 3.226], [0.301, 8.095, 4.956], [0.997, -4.962, -6.094], [3.772, 6.120, -0.348], [4.126, 8.263, -2.567], [4.329, 3.532, -2.842], [3.377, -5.379, -6.370], [-6.706, -7.612, 0.997], [-6.050, -9.794, 3.108], [-5.774, -6.404, 1.007], [-4.758, -2.308, -0.605], [1.807, -8.336, -7.786], [5.119, 7.233, -2.038], [3.059, 1.426, 2.964], [-4.620, -1.743, 2.046], [0.886, -4.966, -4.573], [1.660, 9.563, 2.588], [4.827, 8.052, 3.532], [1.381, -7.690, -8.561], [-5.562, -2.430, -1.431], [4.589, 7.225, 2.856], [5.674, 8.627, 3.143], [-3.882, -4.686, 1.829], [4.333, -7.120, -7.209], [-0.050, 2.564, 2.830], [5.402, 3.607, -2.634], [5.143, 6.334, -2.657], [2.551, -9.010, -8.223], [0.924, 10.945, 6.476], [-8.541, -9.352, 3.695], [2.861, 6.611, -0.691], [3.169, 1.197, 4.025], [-5.993, -3.253, 1.130], [0.679, -2.131, 2.014], [2.820, 0.436, 1.067], [1.781, 9.346, -3.338], [-3.309, -5.794, 3.099], [2.434, 1.928, 6.561], [4.837, 4.263, -0.570], [1.314, -5.662, -2.017], [3.077, 4.079, -0.337], [3.649, 10.327, 2.258], [-0.491, 1.768, 5.035], [-0.866, 1.130, -2.436], [-4.681, -10.181, 1.520], [0.418, 0.877, 2.807], [-0.168, -5.068, -4.287], [0.010, 0.197, -1.113], [-5.400, -10.347, 3.796], [-0.455, 10.542, 5.442], [3.941, 2.572, -2.492], [0.997, -8.927, -7.353], [3.721, 6.104, 0.747], [1.330, 10.116, 1.703], [-4.567, -2.489, 2.925], [2.730, -6.657, -2.438], [3.491, -5.622, -5.312], [3.943, 2.005, 2.680], [1.853, 9.032, -1.572], [-0.243, 9.718, 7.024], [4.059, 9.098, -1.858], [0.976, 1.200, 7.315], [-5.065, -6.487, 0.177], [0.508, 6.583, 3.469], [-7.694, -9.696, 5.241], [2.766, -4.918, -2.769], [-6.851, -10.460, 2.762], [1.390, 10.172, 3.451], [-7.369, -7.513, 0.130], [0.844, 8.014, -2.612], [-4.175, -1.330, -0.775], [2.237, -2.226, 1.153], [-3.199, -6.291, 1.404], [-6.362, -5.487, 0.887], [-3.553, -1.421, 1.773], [2.048, 7.261, 3.949], [3.384, 8.665, 1.661], [4.473, 8.643, -3.535], [-7.350, -7.639, 1.876], [-4.490, -8.575, 2.189], [6.119, 7.674, -2.094], [1.070, -0.909, 0.795], [0.953, 2.813, 5.131], [-5.141, -0.798, 2.477], [3.132, -6.345, -8.279], [4.187, 3.604, -3.921], [5.096, 7.630, 4.503], [0.189, 7.313, 5.717], [-8.228, -8.042, 4.844], [2.389, 0.194, 6.914], [1.277, -4.022, -4.179], [-0.690, 8.455, 4.663], [4.016, -0.327, 2.152], [4.259, -4.795, -6.650], [0.736, -5.929, -6.525], [-6.446, -0.846, -0.255], [0.266, -4.243, -6.477]],
  "homo_lumo_gap_ev": 6.74,
  "multiplicity": 1,
  "homo_energy_ev": -9.0,
  "smiles": "C[C@@H](O)COC1=C(I)C(=O)C(N=C=O)=C(CC(=O)Cl)C1=O.COCCOCCOC.COCCOCCOC.COCCOCCOC.COCCOCCOC.COCCOCCOC"
}

No. 3
{
  "formula": "C42H84Br4O18",
  "method": "the ωB97M-V functional and the def2-TZVPD basis",
  "elements": ["Br", "Br", "Br", "Br", "O", "O", "O", "O", "O", "O", "O", "O", "O", "O", "O", "O", "O", "O", "O", "O", "O", "O", "C", "C", "C", "C", "C", "C", "C", "C", "C", "C", "C", "C", "C", "C", "C", "C", "C", "C", "C", "C", "C", "C", "C", "C", "C", "C", "C", "C", "C", "C", "C", "C", "C", "C", "C", "C", "C", "C", "C", "C", "C", "C", "H", "H", "H", "H", "H", "H", "H", "H", "H", "H", "H", "H", "H", "H", "H", "H", "H", "H", "H", "H", "H", "H", "H", "H", "H", "H", "H", "H", "H", "H", "H", "H", "H", "H", "H", "H", "H", "H", "H", "H", "H", "H", "H", "H", "H", "H", "H", "H", "H", "H", "H", "H", "H", "H", "H", "H", "H", "H", "H", "H", "H", "H", "H", "H", "H", "H", "H", "H", "H", "H", "H", "H", "H", "H", "H", "H", "H", "H", "H", "H", "H", "H", "H", "H"],
  "positions_angstrom": [[-6.488, -0.813, -0.019], [-3.697, -1.785, 3.494], [4.783, -4.613, -1.091], [2.517, -3.842, 1.925], [1.501, -0.748, 5.900], [-0.964, 2.676, 5.787], [-0.269, -0.829, 0.632], [-0.903, 1.305, 0.324], [-2.262, -4.416, -0.608], [-4.162, 2.323, 4.182], [1.286, 2.058, -4.582], [4.296, -0.395, 1.836], [4.393, 1.033, -2.294], [-0.601, -1.195, -7.040], [-4.017, 4.564, -1.833], [-0.941, -4.218, -2.396], [-6.271, 2.708, 3.524], [-0.606, 1.223, -3.697], [5.087, 2.656, -0.963], [-5.981, 4.027, -0.871], [2.959, 0.841, 5.561], [-0.298, -3.165, -6.161], [0.414, 1.852, -3.563], [0.811, 2.586, -2.295], [-1.636, -1.684, -4.961], [3.382, -1.295, 4.667], [1.341, -3.622, -2.299], [-0.919, 0.147, 0.012], [-5.244, 4.835, -1.361], [-5.108, 2.875, 3.419], [-4.530, 1.312, 5.157], [0.612, 0.167, 6.581], [0.349, -0.417, 7.949], [-3.928, 2.482, -3.145], [1.976, -2.755, -7.206], [4.425, -5.416, 0.651], [2.091, 1.618, -6.805], [-3.203, -4.681, -2.805], [0.180, -4.085, -1.507], [0.903, 1.634, -5.894], [-0.737, 3.301, 4.757], [-2.117, -4.388, -1.819], [6.410, 0.332, 2.524], [2.593, -0.259, 5.386], [5.226, 2.997, -3.278], [-4.512, 3.918, 2.494], [0.615, -3.456, -7.247], [5.435, -0.687, 1.990], [2.872, -0.733, -1.720], [-3.217, 0.834, 5.736], [-3.604, 3.230, -1.862], [-5.005, -2.027, 2.051], [-5.479, 6.310, -1.402], [-0.244, 4.730, 4.812], [3.861, 0.266, -1.161], [-1.703, -0.380, -1.160], [-5.029, -0.733, 1.248], [6.029, -1.993, 1.533], [-0.091, -0.838, 3.058], [4.825, 2.253, -2.030], [-0.889, 2.633, 3.419], [0.602, -0.483, 1.740], [-0.810, -1.951, -6.165], [2.946, -5.503, 0.977], [3.059, -1.428, 3.629], [-0.861, 5.332, 5.483], [-3.626, 3.015, -4.051], [5.266, 4.048, -3.014], [-4.606, -2.830, 1.450], [1.500, -1.116, 1.615], [-0.267, 0.224, 8.568], [4.477, 2.817, -4.046], [1.715, -4.367, -3.016], [3.325, -2.285, 5.120], [-2.390, -1.150, -0.809], [-3.907, -5.430, -2.460], [1.909, -1.859, -6.588], [6.968, -1.799, 1.017], [0.922, 1.200, 6.563], [2.714, -6.332, 1.639], [-3.821, -3.803, -3.025], [-6.467, 6.610, -1.745], [0.549, -0.469, 3.860], [-0.290, 0.033, 5.980], [2.351, -5.640, 0.080], [2.824, 0.867, -6.477], [0.093, -3.390, -8.199], [1.296, -0.709, 8.411], [0.394, 0.676, -5.911], [-3.478, 3.723, 2.207], [5.282, -2.477, 0.905], [4.702, -0.279, -0.733], [1.058, -2.744, -2.869], [0.960, 0.544, 1.741], [1.522, 3.352, -2.577], [2.435, -1.185, -0.824], [0.347, -5.022, -0.964], [4.938, -4.936, 1.478], [-1.332, 1.648, 3.517], [-1.030, -0.274, 3.085], [2.083, -0.317, -2.344], [-4.068, 2.637, -1.064], [-5.278, 1.602, 5.890], [-2.766, -4.955, -3.767], [-5.259, 0.112, 1.896], [-0.207, 5.295, 3.885], [-0.137, -1.388, 7.812], [-2.565, 0.422, 4.983], [2.573, 2.595, -6.804], [2.176, -2.434, -8.227], [6.232, -2.723, 2.321], [0.209, 2.364, -6.325], [2.241, -3.515, -1.702], [-0.345, -1.890, 3.150], [-3.444, 1.515, -3.118], [-5.977, -2.270, 2.457], [2.768, -3.392, -6.834], [0.784, -4.524, -7.066], [-2.756, 1.651, 6.301], [6.191, 2.642, -3.627], [5.885, 1.007, 3.203], [-3.458, 0.134, 6.547], [0.745, 4.632, 5.274], [-5.062, 4.053, 1.563], [-2.550, 3.141, -1.587], [-1.602, 3.195, 2.795], [-2.002, -0.673, -4.858], [-0.063, -3.364, -0.719], [-1.050, -1.904, -4.066], [-4.071, -0.517, 0.787], [6.824, 0.910, 1.701], [1.293, 1.855, -1.641], [4.424, -0.991, 4.625], [-4.960, 0.470, 4.605], [-4.595, 4.876, 3.017], [0.037, 2.670, 2.841], [-5.196, 6.744, -0.448], [-2.443, -2.422, -4.940], [-5.020, 2.464, -3.203], [-1.022, -0.797, -1.909], [7.157, -0.166, 3.147], [-2.177, 0.411, -1.726], [4.906, -6.386, 0.541], [-4.856, 6.744, -2.191], [3.459, 0.938, -0.406], [1.861, 1.271, -7.810], [-0.098, 2.880, -1.785], [3.404, -1.485, -2.299]],
  "homo_lumo_gap_ev": 9.62,
  "multiplicity": 1,
  "homo_energy_ev": -9.5,
  "smiles": "CCOC(C)=O.CCOC(C)=O.CCOC(C)=O.CCOC(C)=O.CCOC(C)=O.CCOC(C)=O.CCOC(C)=O.CCOC(C)=O.CC(C)=O.CC(C)=O.BrCCBr.BrCCBr",
  "e_above_lowest_kcal_mol": 0.00
}